Formula: C2H2Br2I2
Source: the Open Molecules 2025 dataset
Level of theory: ωB97M-V/def2-TZVPD

Computed properties:
Calculated total energy ... -158391.3006 eV
Energy above the lowest of the compared OMol25 structures with the same formula, charge and spin ... 15.9 kcal per mole
Charge ... 0
E_HOMO ... -0.343 hartree
Frontier orbital gap ... 9.10 eV

Last column: Löwdin charge in e.
Element x y z (Å)
1 C 0.803 -0.441 -0.363  -1.33
2 C 0.205 0.673 -0.799  -0.85
3 Br 0.754 -2.002 -1.599  0.56
4 Br 0.504 2.382 -0.127  0.68
5 I 2.111 -0.588 1.233  0.84
6 I -2.598 -0.593 1.480  0.43
7 H -1.096 -0.054 1.624  -0.38
8 H -0.683 0.623 -1.450  0.06



Formula: C26H25N2O2
Source: the Open Molecules 2025 dataset
Level of theory: ωB97M-V/def2-TZVPD

Computed properties:
Calculated total energy ... -34434.9811 eV
Energy above the lowest of the compared OMol25 structures with the same formula, charge and spin ... 34.9 kcal per mole
Charge ... +1
E_HOMO ... -0.351 hartree
Frontier orbital gap ... 3.91 eV

Last column: Löwdin charge in e.
Element x y z (Å)
1 H -1.207 -0.440 -1.056  0.09
2 C -1.304 -1.076 -1.983  -0.18
3 H -0.294 -1.455 -2.212  0.12
4 C -2.186 -2.257 -1.782  -0.08
5 C -3.353 -2.419 -2.454  -0.08
6 N -3.725 -1.579 -3.469  -0.07
7 C -5.073 -1.652 -3.999  -0.22
8 C -6.133 -1.249 -3.183  -0.02
9 C -7.439 -1.277 -3.684  -0.07
10 C -7.675 -1.791 -4.967  -0.08
11 C -6.610 -2.232 -5.766  -0.07
12 C -5.294 -2.117 -5.297  -0.01
13 C -2.865 -0.582 -3.875  0.02
14 C -1.775 -0.252 -3.148  -0.14
15 C -1.026 0.940 -3.635  -0.51
16 N 0.104 1.279 -2.936  0.16
17 O -1.389 1.569 -4.629  0.03
18 H -1.874 -3.052 -1.111  0.10
19 H -4.059 -3.227 -2.254  0.14
20 H -5.923 -0.895 -2.174  0.12
21 H -8.261 -0.905 -3.068  0.11
22 H -8.702 -1.848 -5.346  0.11
23 H -6.799 -2.660 -6.754  0.11
24 H -4.444 -2.420 -5.908  0.12
25 H -3.220 -0.024 -4.748  0.15
26 H 0.393 0.845 -2.068  0.08
27 H 0.632 2.067 -3.270  0.11
28 C -1.686 7.528 -1.076  -0.02
29 O -2.470 6.303 -1.048  -0.04
30 C -1.971 5.174 -0.492  -0.21
31 C -2.804 4.018 -0.492  0.04
32 C -2.343 2.831 0.026  0.02
33 C -1.013 2.692 0.552  -0.19
34 C -0.614 1.424 1.077  0.10
35 C 0.559 1.070 1.826  -0.18
36 C 0.628 -0.275 2.326  0.00
37 C 1.749 -0.763 2.986  -0.05
38 C 2.860 0.072 3.203  -0.02
39 C 2.795 1.415 2.806  -0.05
40 C 1.654 1.917 2.189  0.00
41 C -0.217 3.873 0.552  0.02
42 C -0.674 5.088 0.070  0.03
43 H -2.344 8.247 -1.577  0.11
44 H -1.447 7.878 -0.061  0.10
45 H -0.757 7.400 -1.652  0.10
46 H -3.803 4.120 -0.922  0.14
47 H -3.027 1.984 0.081  0.13
48 H -1.374 0.633 1.012  0.12
49 H -0.245 -0.919 2.205  0.12
50 H 1.784 -1.803 3.329  0.12
51 H 3.761 -0.310 3.681  0.12
52 H 3.647 2.084 2.985  0.12
53 H 1.605 2.991 2.033  0.09
54 H 0.777 3.849 0.975  0.09
55 H -0.028 5.974 0.107  0.12



Formula: C32H41AsN4ORuS
Source: the Open Molecules 2025 dataset
Level of theory: ωB97M-V/def2-TZVPD

Computed properties:
Calculated total energy ... -116089.6329 eV
Energy above the lowest of the compared OMol25 structures with the same formula, charge and spin ... 4.4 kcal per mole
Charge ... +3
E_HOMO (spin up / spin down) ... -0.579 / -0.579 hartree
<S²> ... 0.76
Frontier orbital gap (spin up / spin down) ... 6.65 / 5.74 eV
2S+1 ... 2

Last column: Löwdin spin population.
Element x y z (Å)
1 Ru 0.202 0.222 0.136  0.92
2 N -1.523 -1.032 0.127  0.02
3 C -1.345 -2.195 -0.782  0.00
4 C 0.110 -2.641 -0.661  0.00
5 N 1.006 -1.485 -0.975  0.00
6 C 0.931 -1.216 -2.447  0.00
7 C 1.336 0.218 -2.734  0.00
8 N 0.519 1.060 -1.835  0.00
9 C 2.441 -1.757 -0.637  0.00
10 C 2.838 -1.016 0.620  0.00
11 N 2.386 0.401 0.492  0.02
12 H -1.685 -1.411 1.060  0.00
13 H -2.358 -0.487 -0.095  0.00
14 H -1.588 -1.879 -1.794  0.00
15 H -2.034 -3.000 -0.523  0.00
16 H 0.318 -3.474 -1.340  0.00
17 H 0.328 -2.974 0.357  0.00
18 H -0.094 -1.354 -2.782  0.00
19 H 1.545 -1.943 -2.982  0.00
20 H 1.192 0.474 -3.784  0.00
21 H 2.388 0.391 -2.506  0.00
22 H -0.413 1.229 -2.216  0.00
23 H 0.927 1.989 -1.747  0.00
24 H 3.058 -1.410 -1.465  0.00
25 H 2.612 -2.832 -0.548  0.00
26 H 3.915 -1.069 0.791  0.00
27 H 2.335 -1.440 1.486  0.00
28 H 2.910 0.856 -0.254  0.00
29 H 2.655 0.909 1.330  0.00
30 C 0.044 4.221 4.817  0.00
31 C 0.875 3.999 3.726  0.00
32 C 0.835 2.778 3.068  0.00
33 C -0.024 1.777 3.514  0.00
34 C -0.851 1.994 4.609  0.00
35 C -0.816 3.222 5.255  0.00
36 As 0.013 0.078 2.603  -0.01
37 C 1.241 -0.941 3.716  0.00
38 C 2.572 -0.699 3.975  0.00
39 C 3.260 -1.536 4.857  0.00
40 C 2.609 -2.603 5.478  0.00
41 C 1.265 -2.824 5.256  0.00
42 C 0.556 -1.983 4.386  0.00
43 C -0.885 -2.019 4.176  0.00
44 C -1.772 -2.930 4.766  0.00
45 C -3.130 -2.811 4.547  0.00
46 C -3.632 -1.783 3.748  0.00
47 C -2.764 -0.871 3.144  0.00
48 C -1.403 -0.990 3.357  0.00
49 H 0.073 5.171 5.332  0.00
50 H 1.552 4.774 3.392  0.00
51 H 1.473 2.621 2.203  0.00
52 H -1.515 1.217 4.968  0.00
53 H -1.456 3.397 6.109  0.00
54 H 3.101 0.141 3.539  0.00
55 H 4.306 -1.350 5.064  0.00
56 H 3.156 -3.240 6.158  0.00
57 H 0.758 -3.623 5.778  0.00
58 H -1.400 -3.722 5.401  0.00
59 H -3.813 -3.511 5.007  0.00
60 H -4.700 -1.688 3.603  0.00
61 H -3.173 -0.061 2.549  0.00
62 C -7.718 3.712 -0.103  0.00
63 C -6.265 3.462 0.154  0.00
64 C -5.356 3.345 -0.905  0.00
65 C -4.013 3.126 -0.673  0.00
66 C -3.569 3.000 0.641  0.00
67 C -4.452 3.095 1.712  0.00
68 C -5.791 3.334 1.460  0.00
69 S -1.873 2.775 1.042  0.01
70 C -1.159 4.296 0.431  0.00
71 O -1.356 1.708 0.027  0.02
72 H -7.899 3.991 -1.138  0.00
73 H -8.093 4.508 0.541  0.00
74 H -8.302 2.815 0.113  0.00
75 H -5.713 3.446 -1.922  0.00
76 H -3.320 3.054 -1.502  0.00
77 H -4.095 3.001 2.731  0.00
78 H -6.481 3.426 2.289  0.00
79 H -1.462 4.458 -0.601  0.00
80 H -0.079 4.219 0.538  0.00
81 H -1.532 5.103 1.062  0.00



Formula: H2O3PS
Source: the Open Molecules 2025 dataset
Level of theory: ωB97M-V/def2-TZVPD

Computed properties:
Calculated total energy ... -26299.6496 eV
Energy above the lowest of the compared OMol25 structures with the same formula, charge and spin ... 2.1 kcal per mole
Charge ... -1
E_HOMO ... -0.146 hartree
Frontier orbital gap ... 8.04 eV

Last column: Löwdin charge in e.
Element x y z (Å)
1 O 1.511 0.794 -1.936  -0.52
2 O 0.729 1.153 0.387  -0.59
3 O -0.463 -0.836 -0.801  -0.79
4 P -0.735 -1.239 0.664  0.54
5 S 0.381 0.965 -1.047  0.69
6 H 0.043 -0.634 1.577  -0.17
7 H -1.466 -0.203 1.157  -0.16



Formula: C9H12ClNSi
Source: the Open Molecules 2025 dataset
Level of theory: ωB97M-V/def2-TZVPD

Computed properties:
Calculated total energy ... -31418.3358 eV
Energy above the lowest of the compared OMol25 structures with the same formula, charge and spin ... 11.6 kcal per mole
Charge ... 0
E_HOMO ... -0.336 hartree
Frontier orbital gap ... 9.85 eV
SMILES string ... C=C[Si@](Cl)(NC)c1ccccc1

Last column: Löwdin charge in e.
Element x y z (Å)
1 C 1.812 -2.221 -1.623  -0.03
2 C 1.700 -0.865 -1.698  -0.21
3 Si 1.132 0.359 -0.349  0.27
4 Cl 1.717 2.283 -1.008  0.30
5 N 1.504 -0.243 1.252  -0.18
6 C 2.783 -0.266 1.887  -0.18
7 C -0.799 0.548 -0.233  -0.30
8 C -1.631 -0.590 -0.310  -0.08
9 C -3.028 -0.457 -0.208  -0.10
10 C -3.559 0.788 0.087  -0.08
11 C -2.672 1.920 0.090  -0.07
12 C -1.288 1.767 -0.022  -0.18
13 H 2.247 -2.914 -2.310  0.04
14 H 1.504 -2.747 -0.752  0.03
15 H 1.995 -0.345 -2.517  -0.01
16 H 0.804 0.308 1.814  0.09
17 H 3.263 -0.735 1.051  0.07
18 H 3.220 0.633 2.151  0.05
19 H 2.895 -0.828 2.789  0.07
20 H -1.328 -1.644 -0.398  0.11
21 H -3.676 -1.323 -0.344  0.10
22 H -4.595 0.960 0.267  0.09
23 H -3.180 2.857 0.306  0.10
24 H -0.822 2.757 0.079  0.09